No. 1
Below is a molecular structure, C16H40MnN3O3SSi at a distorted geometry, with properties calculated with ωB97M-V with the def2-TZVPD basis set.

Calculated values
**Strongest force on any atom**: 1.734 eV/A
**Total charge**: +3
**Lowest unoccupied orbital energy (spin up / spin down)**: -12.6 / -11.0 eV
**Multiplicity**: 4
**Calculated total energy**: -2861.4485 hartree
**M**: 437.6 g/mol

Each line ends with the Mulliken charge.
Cartesian coordinates (Å):
Mn (1.827, -0.107, -1.107)  0.583
N (2.526, -1.737, 0.026)  -0.313
C (3.256, -2.644, -0.899)  -0.504
C (4.166, -1.819, -1.825)  -0.550
N (3.745, -0.377, -1.870)  -0.157
C (3.934, 0.274, -3.213)  -0.557
C (2.727, 1.143, -3.581)  -0.567
N (2.054, 1.607, -2.337)  -0.361
H (3.167, -1.383, 0.735)  0.413
H (1.826, -2.264, 0.547)  0.063
H (2.525, -3.196, -1.488)  0.312
H (3.845, -3.375, -0.345)  0.460
H (4.110, -2.237, -2.826)  0.314
H (5.207, -1.882, -1.508)  0.447
H (4.341, 0.126, -1.213)  0.381
H (4.054, -0.492, -3.976)  0.265
H (4.851, 0.863, -3.204)  0.458
H (2.004, 0.573, -4.166)  0.346
H (3.045, 1.988, -4.192)  0.479
H (1.234, 2.156, -2.588)  0.260
H (2.660, 2.264, -1.845)  0.400
C (-0.167, -1.742, -2.538)  -1.567
C (-1.096, -0.805, -1.771)  1.443
C (-1.571, 0.344, -2.644)  -1.381
C (-2.256, -1.565, -1.155)  -1.478
O (-0.263, -0.240, -0.656)  1.716
Si (-0.825, 0.273, 0.801)  -1.480
S (1.801, 1.117, 0.629)  -0.413
O (-1.688, 1.543, 0.707)  0.299
C (-2.439, 2.757, 1.206)  1.487
C (-1.820, 3.178, 2.522)  -1.424
C (-3.888, 2.344, 1.346)  -1.508
C (-2.247, 3.797, 0.116)  -1.627
O (-0.611, -0.848, 1.855)  -0.440
C (-0.914, -1.308, 3.257)  1.431
C (-2.345, -1.804, 3.250)  -1.399
C (0.080, -2.427, 3.508)  -1.632
C (-0.706, -0.142, 4.199)  -1.343
H (-0.659, -2.078, -3.450)  0.588
H (0.082, -2.624, -1.945)  0.272
H (0.754, -1.229, -2.885)  0.268
H (-2.171, -0.054, -3.463)  0.500
H (-0.733, 0.895, -3.078)  0.248
H (-2.189, 1.038, -2.076)  0.173
H (-2.814, -2.083, -1.936)  0.537
H (-2.953, -0.881, -0.659)  0.332
H (-1.910, -2.311, -0.436)  0.366
H (-2.082, 2.488, 3.324)  0.320
H (-2.209, 4.159, 2.793)  0.494
H (-0.735, 3.254, 2.443)  0.356
H (-4.016, 1.554, 2.088)  0.326
H (-4.307, 2.017, 0.394)  0.364
H (-4.454, 3.213, 1.681)  0.474
H (-1.186, 4.004, -0.034)  0.361
H (-2.739, 4.722, 0.410)  0.520
H (-2.694, 3.459, -0.819)  0.348
H (-2.463, -2.662, 2.587)  0.361
H (-3.034, -1.014, 2.944)  0.252
H (-2.620, -2.113, 4.258)  0.482
H (-0.032, -3.217, 2.763)  0.334
H (-0.111, -2.863, 4.488)  0.494
H (1.104, -2.048, 3.503)  0.323
H (-1.467, 0.626, 4.054)  0.193
H (0.284, 0.300, 4.077)  0.355
H (-0.791, -0.505, 5.223)  0.500

=====

No. 2
Below is a single C3H4N2O molecule at a distorted geometry, with properties calculated with ωB97M-V with the def2-TZVPD basis set.

Calculated values
**Strongest force on any atom**: 2.969 eV/A
**Lowest unoccupied orbital energy**: 0.8 eV
**Calculated total energy**: -301.3789 hartree
**M**: 84.1 g/mol

Each line ends with the Mulliken charge.
Cartesian coordinates (Å):
C (1.171, 0.871, 0.114)  -0.974
C (-0.135, 0.079, 0.232)  0.555
C (-0.752, -0.712, -0.840)  -0.054
H (0.982, 1.944, 0.353)  0.268
H (1.656, 0.852, -0.835)  0.317
H (1.868, 0.477, 0.934)  0.270
H (-0.467, -0.881, -1.891)  0.353
N (-1.753, -1.378, -0.369)  -0.313
N (-0.767, -0.202, 1.311)  -0.371
O (-1.802, -1.049, 0.991)  -0.051